# 1
20
Properties=species:S:1:pos:R:3 method="wB97M-V/def2-TZVPD" total_energy_ev=-8917.53516 homo_lumo_gap_ev=12.81 total_charge=+1 de_lowest_kcal_mol=5.8 e_lumo_ev=-2.91
C -0.827 0.156 -0.351
C 0.222 -0.897 -0.729
C -0.442 -1.812 -1.761
N -0.327 1.027 0.784
H -1.765 -0.235 0.026
H -1.022 0.875 -1.143
H 1.085 -0.358 -1.122
H 0.546 -1.370 0.196
H -0.982 -1.299 -2.553
H -1.085 -2.560 -1.306
H 0.347 -2.374 -2.265
H 0.510 1.587 0.550
H 0.061 0.491 1.587
H -1.016 1.677 1.111
H -0.688 -0.990 3.626
H 0.150 -1.871 2.793
O -0.282 -1.016 2.763
H 2.031 3.512 -0.203
H 1.910 2.707 -1.455
O 1.574 2.749 -0.549



# 2
85
Properties=species:S:1:pos:R:3 method="wB97M-V/def2-TZVPD" total_energy_ev=-128444.01929 homo_lumo_gap_ev="7.41 / 4.28" total_charge=+2 s_squared=2.0050 de_lowest_kcal_mol=1.2 e_lumo_ev="-5.35 / -8.48" multiplicity=3
N 1.999 -0.795 6.376
C 1.079 0.159 6.173
C -0.044 -0.054 5.363
C -0.228 -1.314 4.735
C 0.777 -2.287 4.949
C 1.859 -1.982 5.788
C -1.399 -1.577 3.902
Pd 0.044 0.253 -0.521
P -1.060 0.397 -2.485
C -1.613 -2.641 3.059
C -2.345 -2.514 1.790
C -2.143 -3.471 0.755
C -2.785 -3.359 -0.484
C -3.623 -2.255 -0.717
C -3.845 -1.289 0.272
C -3.226 -1.437 1.517
Br -4.672 -2.243 -2.367
H -2.154 -0.783 3.957
H -1.161 -3.615 3.278
H -0.767 0.756 5.230
H 0.699 -3.281 4.510
H 1.251 1.132 6.644
H 2.630 -2.730 5.991
H -1.475 -4.318 0.953
H -3.437 -0.716 2.307
H -2.657 -4.129 -1.245
H -4.525 -0.464 0.084
P 2.147 -0.613 -0.103
C -2.658 1.196 -2.125
C -3.832 1.006 -3.071
H -2.427 2.270 -2.035
H -2.948 0.852 -1.118
H -4.685 1.534 -2.630
H -3.667 1.400 -4.079
H -4.125 -0.049 -3.132
C -1.255 -1.303 -3.083
C -1.700 -1.540 -4.526
H -1.965 -1.764 -2.386
H -0.284 -1.796 -2.909
H -1.981 -2.596 -4.614
H -2.559 -0.937 -4.842
H -0.870 -1.368 -5.215
C -0.130 1.288 -3.768
C -0.943 2.019 -4.832
H 0.514 0.521 -4.227
H 0.541 1.992 -3.246
H -0.231 2.561 -5.461
H -1.500 1.333 -5.480
H -1.639 2.748 -4.404
C 3.428 0.667 -0.330
C 3.366 1.348 -1.692
H 4.408 0.194 -0.155
H 3.281 1.410 0.470
H 4.362 1.719 -1.954
H 3.042 0.667 -2.483
H 2.688 2.206 -1.669
C 2.321 -1.783 -1.516
C 1.726 -3.165 -1.219
H 3.395 -1.849 -1.766
H 1.784 -1.321 -2.366
H 1.746 -3.766 -2.138
H 2.311 -3.703 -0.462
H 0.680 -3.105 -0.878
C 2.590 -1.561 1.410
C 3.629 -0.984 2.374
H 2.909 -2.557 1.067
H 1.637 -1.707 1.942
H 4.223 -1.808 2.789
H 4.325 -0.283 1.902
H 3.150 -0.486 3.226
C 0.042 5.829 -0.495
C 0.281 4.513 0.123
C 0.920 4.091 1.281
C 0.826 2.678 1.317
N 0.188 2.276 0.202
N -0.179 3.393 -0.464
C 1.269 1.731 2.349
H -0.821 6.344 -0.061
H 0.901 6.491 -0.364
H -0.142 5.743 -1.570
H 1.363 4.723 2.035
H -0.757 3.377 -1.302
H 2.363 1.757 2.484
H 0.804 2.016 3.301
H 0.956 0.705 2.083